w) Entry from the Open Molecules 2025 dataset: a 2-piece molecular cluster, C3H9OP overall (ωB97M-V/def2-TZVPD).

Geometry as ORCA input:
```
! RIJCOSX wB97M-V def2-TZVPD def2/J DEFGRID3
* xyz 0 1
C 1.602 1.358 0.701
C -1.852 -1.888 -0.397
C 0.903 0.629 -0.467
O 0.549 1.373 -1.556
P -1.424 -0.257 0.611
H 2.545 0.801 0.964
H 1.711 2.318 0.301
H 0.949 1.427 1.582
H -2.425 -1.729 -1.300
H -2.469 -2.428 0.344
H -1.034 -2.621 -0.668
H 1.365 -0.216 -0.866
H 0.525 2.315 -1.076
H -0.945 -1.082 1.827
*
```

Results
* E_HOMO (spin up / spin down): -0.273 / -0.273 hartree
* LUMO level (spin up / spin down): 0.42 / 0.42 eV

x) Entry from the Open Molecules 2025 dataset: a 2-piece molecular cluster, C3H9OP overall (ωB97M-V/def2-TZVPD).

Geometry as ORCA input:
```
! RIJCOSX wB97M-V def2-TZVPD def2/J DEFGRID3
* xyz 0 1
C -1.375 0.408 -1.140
C 1.695 0.933 0.943
C -1.012 -0.988 -0.654
O -1.457 -1.397 0.517
P 1.783 -0.534 -0.210
H -2.129 0.366 -2.030
H -1.868 0.962 -0.407
H -0.551 0.974 -1.470
H 1.580 1.853 0.462
H 2.672 0.754 1.271
H 1.069 0.581 1.793
H -0.914 -1.857 -1.257
H -1.449 -0.701 1.246
H 1.956 -1.354 0.938
*
```

Results
* E_HOMO (spin up / spin down): -0.256 / -0.263 hartree
* LUMO level (spin up / spin down): 0.27 / 0.72 eV

Order from most stable to least stable according to the calculation: w), x)

w) Entry from the Open Molecules 2025 dataset: one molecule with the formula C3H7N5 (ωB97M-V/def2-TZVPD).

Geometry as ORCA input:
```
! RIJCOSX wB97M-V def2-TZVPD def2/J DEFGRID3
* xyz 0 1
C 1.238 0.077 -0.040
C 0.470 1.195 -0.055
C -0.909 0.736 -0.161
H 3.121 0.729 0.159
H 2.911 -0.919 0.488
H 0.778 2.220 0.042
H -1.951 2.268 0.156
H -2.175 -1.055 1.059
H -2.632 -1.460 -0.467
H 0.814 -1.733 -0.789
N 2.597 -0.118 -0.029
N -2.064 1.265 -0.056
N -0.845 -0.657 -0.391
N -1.827 -1.470 0.177
N 0.474 -1.079 -0.095
*
```

Results
* E_HOMO: -0.295 hartree
* LUMO level: 0.80 eV

x) Entry from the Open Molecules 2025 dataset: C3H7N5 as an isolated structure (ωB97M-V/def2-TZVPD).

Geometry as ORCA input:
```
! RIJCOSX wB97M-V def2-TZVPD def2/J DEFGRID3
* xyz 0 1
C 1.198 -0.225 0.084
C -0.831 1.036 0.347
C -1.036 -1.273 -0.155
H 2.555 1.361 -0.212
H 1.003 1.000 -1.378
H 2.946 -1.351 0.034
H -0.555 1.246 1.778
H -1.995 2.648 0.432
H -0.273 -2.021 -0.510
H -2.347 -2.467 -0.006
N 1.641 1.158 -0.218
N 1.885 -1.341 0.195
N -0.264 -0.197 -0.102
N -1.617 1.896 -0.229
N -2.308 -1.469 -0.060
*
```

Results
* E_HOMO: -0.347 hartree
* LUMO level: 0.23 eV

y) Entry from the Open Molecules 2025 dataset: one molecule with the formula C3H7N5 (ωB97M-V/def2-TZVPD).

Geometry as ORCA input:
```
! RIJCOSX wB97M-V def2-TZVPD def2/J DEFGRID3
* xyz 0 1
C -1.398 -0.235 -0.166
C -0.409 -1.249 -0.153
C 0.611 0.831 0.183
H -3.456 -1.067 -0.012
H -2.836 0.443 1.007
H -0.544 -2.266 0.176
H 2.712 -1.251 0.866
H 2.748 -0.717 -0.761
H 2.271 1.401 0.187
H -1.206 2.069 -0.231
N -2.777 -0.186 0.075
N 0.932 -0.651 0.194
N 2.235 -1.232 -0.102
N 1.382 1.833 0.013
N -0.702 0.996 -0.239
*
```

Results
* E_HOMO: -0.265 hartree
* LUMO level: 0.72 eV

Order from most stable to least stable according to the calculation: w), y), x)

w) Entry from the Open Molecules 2025 dataset: C3H7N5 as an isolated structure (ωB97M-V/def2-TZVPD).

Geometry as ORCA input:
```
! RIJCOSX wB97M-V def2-TZVPD def2/J DEFGRID3
* xyz 0 1
C -1.435 -0.017 -0.119
C -0.535 1.172 -0.230
C 0.677 -0.614 0.200
H -3.194 1.153 -0.081
H -3.292 -0.709 1.288
H -0.840 2.243 -0.503
H 2.965 0.457 -0.027
H 1.769 2.177 1.312
H 2.266 -1.889 0.813
H 1.601 -2.162 -1.033
N -2.859 -0.197 0.005
N 0.668 0.605 -0.094
N 1.844 1.313 0.055
N 1.873 -1.259 -0.116
N -0.600 -1.108 0.025
*
```

Results
* E_HOMO: -0.286 hartree
* LUMO level: -0.36 eV

x) Entry from the Open Molecules 2025 dataset: one molecule with the formula C3H7N5 (ωB97M-V/def2-TZVPD).

Geometry as ORCA input:
```
! RIJCOSX wB97M-V def2-TZVPD def2/J DEFGRID3
* xyz 0 1
C -2.157 -0.011 0.864
C 1.805 0.017 0.466
C 0.758 0.850 -0.133
H -3.178 0.178 0.574
H -2.007 -0.937 1.449
H -1.738 1.053 1.301
H -1.995 0.666 -0.814
H 0.222 -2.028 -1.154
H 2.910 -0.070 0.862
H -0.215 2.289 -0.596
N -1.670 -0.277 -0.503
N -0.216 -0.131 -0.741
N 0.300 -1.314 -0.330
N 1.387 -1.260 0.388
N 0.709 2.084 -0.073
*
```

Results
* E_HOMO: -0.302 hartree
* LUMO level: 0.60 eV

y) Entry from the Open Molecules 2025 dataset: one molecule with the formula C3H7N5 (ωB97M-V/def2-TZVPD).

Geometry as ORCA input:
```
! RIJCOSX wB97M-V def2-TZVPD def2/J DEFGRID3
* xyz 0 1
C 1.397 -0.263 -0.098
C -0.919 -1.145 0.090
C -1.738 1.238 0.529
H 1.385 1.578 -0.963
H 3.246 0.986 -0.047
H 2.882 -1.555 0.389
H -0.379 -1.795 0.807
H -2.432 -0.865 -1.455
H -2.296 2.176 0.309
H -2.035 0.239 1.319
N 2.001 1.025 -0.070
N 1.828 -1.452 0.114
N -0.100 -0.044 -0.208
N -2.171 -1.358 -0.325
N -0.667 1.236 -0.392
*
```

Results
* E_HOMO: -0.311 hartree
* LUMO level: 0.01 eV

Order from most stable to least stable according to the calculation: x), y), w)

w) Entry from the Open Molecules 2025 dataset: C4H8N as an isolated structure (ωB97M-V/def2-TZVPD).

Geometry as ORCA input:
```
! RIJCOSX wB97M-V def2-TZVPD def2/J DEFGRID3
* xyz 1 1
C 1.600 0.167 0.123
C -0.351 1.423 -0.001
C -1.182 0.161 0.016
C 0.882 -1.104 -0.034
N 1.141 1.301 -0.096
H 2.743 0.114 0.303
H -0.655 2.079 -0.865
H -0.584 2.227 0.752
H -1.971 0.147 0.745
H -1.354 -0.250 -0.964
H 0.565 -1.373 -0.996
H 1.197 -1.965 0.533
H -0.234 -0.747 0.301
*
```

Results
* E_HOMO: -0.563 hartree
* LUMO level: -7.09 eV

x) Entry from the Open Molecules 2025 dataset: an isolated ion of composition C4H8N and charge +1 (ωB97M-V/def2-TZVPD).

Geometry as ORCA input:
```
! RIJCOSX wB97M-V def2-TZVPD def2/J DEFGRID3
* xyz 1 1
C 1.316 0.063 0.554
C 0.219 0.040 -0.314
C 0.463 0.321 -1.780
C -1.452 -0.346 1.371
N -0.973 -0.394 -0.008
H 1.304 -0.290 1.575
H 1.404 0.818 -2.022
H 2.266 0.344 0.123
H -0.364 0.888 -2.190
H 0.606 -0.572 -2.394
H -0.877 0.384 1.943
H -1.450 -1.322 1.855
H -2.462 0.065 1.286
*
```

Results
* E_HOMO: -0.592 hartree
* LUMO level: -8.48 eV

Order from most stable to least stable according to the calculation: x), w)

w) Entry from the Open Molecules 2025 dataset: a 2-piece molecular cluster, C4H8N overall (ωB97M-V/def2-TZVPD).

Geometry as ORCA input:
```
! RIJCOSX wB97M-V def2-TZVPD def2/J DEFGRID3
* xyz 1 1
C 2.842 0.184 0.089
C 0.475 -1.269 -0.257
C -1.849 -0.405 0.051
C -1.102 0.864 0.330
N -0.448 -0.302 -0.499
H 3.844 0.028 -0.398
H 2.592 1.148 0.426
H 0.782 -1.465 0.791
H -2.139 -1.254 0.699
H -2.632 -0.267 -0.736
H -1.473 1.707 -0.153
H -0.630 1.150 1.208
H -0.263 -0.119 -1.550
*
```

Results
* E_HOMO (spin up / spin down): -0.493 / -0.492 hartree
* LUMO level (spin up / spin down): -5.83 / -5.50 eV

x) Entry from the Open Molecules 2025 dataset: a 2-piece molecular cluster, C4H8N overall (ωB97M-V/def2-TZVPD).

Geometry as ORCA input:
```
! RIJCOSX wB97M-V def2-TZVPD def2/J DEFGRID3
* xyz 1 1
C -2.122 -0.029 -0.349
C 0.682 0.099 0.079
C 0.832 -1.298 0.092
C 1.132 1.388 0.325
N -1.099 0.424 -0.872
H -2.142 -0.916 0.403
H -3.112 0.041 -0.714
H 0.581 -1.766 -0.839
H -0.005 -1.726 0.788
H 1.815 -1.629 0.366
H 0.643 1.851 -0.686
H 0.572 1.953 1.027
H 2.222 1.608 0.378
*
```

Results
* E_HOMO (spin up / spin down): -0.521 / -0.521 hartree
* LUMO level (spin up / spin down): -6.47 / -6.47 eV

y) Entry from the Open Molecules 2025 dataset: an isolated ion of composition C4H8N and charge +1 (ωB97M-V/def2-TZVPD).

Geometry as ORCA input:
```
! RIJCOSX wB97M-V def2-TZVPD def2/J DEFGRID3
* xyz 1 1
C 0.901 -1.138 -0.594
C -0.052 0.200 -0.539
C 1.234 -1.418 0.780
C -1.711 2.086 -0.126
N -0.742 1.123 -0.338
H 1.679 -0.938 -1.308
H 0.219 -1.923 -1.205
H 0.458 -1.939 1.411
H 1.476 -0.509 1.223
H 2.220 -2.084 0.730
H -2.042 2.296 -1.100
H -1.266 2.742 0.585
H -2.374 1.502 0.481
*
```

Results
* E_HOMO: -0.616 hartree
* LUMO level: -3.61 eV

Order from most stable to least stable according to the calculation: y), x), w)

w) Entry from the Open Molecules 2025 dataset: an isolated ion of composition C4H8N and charge +1 (ωB97M-V/def2-TZVPD).

Geometry as ORCA input:
```
! RIJCOSX wB97M-V def2-TZVPD def2/J DEFGRID3
* xyz 1 1
C -2.320 0.382 -0.160
C -0.747 0.315 -0.056
C -0.023 -0.721 0.139
N 1.401 -0.837 0.134
C 2.065 0.464 0.097
H -2.570 1.475 -0.452
H -2.865 -0.264 -0.913
H -2.741 0.068 0.841
H 3.169 0.439 -0.244
H -0.555 -1.537 0.659
H 1.703 -1.691 -0.328
H 1.420 0.843 -0.773
H 2.061 1.064 1.057
*
```

Results
* E_HOMO: -0.520 hartree
* LUMO level: -8.16 eV

x) Entry from the Open Molecules 2025 dataset: an isolated ion of composition C4H8N and charge +1 (ωB97M-V/def2-TZVPD).

Geometry as ORCA input:
```
! RIJCOSX wB97M-V def2-TZVPD def2/J DEFGRID3
* xyz 1 1
C -0.699 -1.387 -1.476
C -0.718 -0.663 -0.346
C 0.334 1.462 0.418
C 0.636 0.483 1.408
N 0.436 0.069 0.070
H -1.593 -1.842 -1.962
H 0.149 -1.960 -1.863
H -1.564 -0.312 0.255
H -0.753 1.661 0.320
H 0.982 2.199 -0.248
H 1.669 0.268 1.827
H -0.132 0.273 2.078
H 1.252 -0.252 -0.481
*
```

Results
* E_HOMO: -0.554 hartree
* LUMO level: -3.51 eV

Order from most stable to least stable according to the calculation: x), w)

w) Entry from the Open Molecules 2025 dataset: one molecule with the formula C2H2O3 (ωB97M-V/def2-TZVPD).

Geometry as ORCA input:
```
! RIJCOSX wB97M-V def2-TZVPD def2/J DEFGRID3
* xyz 0 1
C -0.468 -0.767 -0.843
C -0.238 -0.428 0.436
O -1.342 -0.502 -1.707
O 1.810 0.454 1.170
O 0.513 -0.380 1.410
H -1.873 0.211 -1.827
H 1.598 1.411 1.361
*
```

Results
* E_HOMO: -0.336 hartree
* LUMO level: -0.19 eV

x) Entry from the Open Molecules 2025 dataset: one molecule with the formula C2H2O3 (ωB97M-V/def2-TZVPD).

Geometry as ORCA input:
```
! RIJCOSX wB97M-V def2-TZVPD def2/J DEFGRID3
* xyz 0 1
C -0.702 -0.022 0.023
C 0.640 -0.618 0.057
H 0.292 1.435 0.101
H 0.704 -1.887 0.320
O -0.657 1.331 -0.008
O -1.901 -0.443 -0.232
O 1.624 0.204 -0.261
*
```

Results
* E_HOMO: -0.406 hartree
* LUMO level: -2.06 eV

y) Entry from the Open Molecules 2025 dataset: one molecule with the formula C2H2O3 (ωB97M-V/def2-TZVPD).

Geometry as ORCA input:
```
! RIJCOSX wB97M-V def2-TZVPD def2/J DEFGRID3
* xyz 0 1
C 0.784 -0.668 -0.063
C 0.095 0.735 -0.238
O 0.725 -1.243 0.957
O -0.205 1.162 -1.498
O -1.248 0.639 -0.688
H 1.313 -0.877 -0.996
H 0.494 1.680 0.562
*
```

Results
* E_HOMO: -0.391 hartree
* LUMO level: 0.23 eV

Order from most stable to least stable according to the calculation: x), y), w)

w) Entry from the Open Molecules 2025 dataset: a 2-piece molecular cluster, CH3OS overall (ωB97M-V/def2-TZVPD).

Geometry as ORCA input:
```
! RIJCOSX wB97M-V def2-TZVPD def2/J DEFGRID3
* xyz -1 1
S 2.271 1.269 -0.459
H 1.842 0.434 0.499
O -2.092 -0.591 -0.568
C -1.023 -0.445 -0.018
H -0.924 -0.378 1.094
H -0.074 -0.290 -0.547
*
```

Results
* E_HOMO: -0.100 hartree
* LUMO level: 4.01 eV

x) Entry from the Open Molecules 2025 dataset: a 2-piece molecular cluster, CH3OS overall (ωB97M-V/def2-TZVPD).

Geometry as ORCA input:
```
! RIJCOSX wB97M-V def2-TZVPD def2/J DEFGRID3
* xyz -1 1
S 1.843 -0.152 -1.129
H 3.014 0.551 -0.959
O -2.098 0.730 0.482
C -1.203 -0.043 0.573
H -0.142 0.077 0.461
H -1.415 -1.163 0.572
*
```

Results
* E_HOMO: -0.100 hartree
* LUMO level: 4.15 eV

Order from most stable to least stable according to the calculation: w), x)